Computed, not measured: an isolated molecule of C20H27NO6, with ωB97M-V/def2-TZVPD.

Properties
Spin multiplicity   1
SMILES   CCOC(=O)C1CCN(C(=O)COC(=O)CCOc2ccc(C)cc2)CC1
Energy above the lowest of the compared OMol25 structures with the same formula, charge and spin   6.0 kJ/mol
Net charge   0
E_HOMO   -8.008 eV
HOMO-LUMO gap   8.58 eV
Lowest unoccupied orbital energy   0.5687 eV
DFT total energy   -1284.551329 Eh

Each line ends with the natural charge from an NBO analysis.
Cartesian coordinates (Å):
C  -8.10  0.41  -1.22  -0.62
C  -7.00  -0.63  -1.16  -0.07
O  -6.10  -0.27  -0.10  -0.52
C  -5.03  -1.05  0.04  0.80
O  -4.79  -2.00  -0.65  -0.60
C  -4.17  -0.58  1.22  -0.32
C  -3.85  0.91  1.10  -0.40
C  -2.88  1.15  -0.06  -0.21
N  -1.68  0.38  0.14  -0.44
C  -0.46  0.85  0.47  0.67
O  0.48  0.14  0.73  -0.62
C  -0.29  2.38  0.48  -0.18
O  1.06  2.67  0.79  -0.49
C  1.95  2.31  -0.15  0.82
O  1.64  2.01  -1.27  -0.61
C  3.35  2.35  0.40  -0.55
C  4.41  2.38  -0.72  -0.07
O  5.61  1.76  -0.35  -0.51
C  5.66  0.39  -0.29  0.37
C  4.61  -0.47  -0.58  -0.33
C  4.79  -1.84  -0.47  -0.18
C  6.00  -2.38  -0.08  -0.05
C  6.20  -3.87  0.02  -0.62
C  7.05  -1.51  0.20  -0.20
C  6.88  -0.15  0.11  -0.26
C  -1.93  -1.05  0.18  -0.23
C  -2.88  -1.40  1.32  -0.40
H  -7.68  1.39  -1.42  0.21
H  -8.80  0.16  -2.01  0.22
H  -8.63  0.45  -0.27  0.21
H  -6.45  -0.68  -2.10  0.19
H  -7.41  -1.63  -0.95  0.19
H  -4.78  -0.74  2.11  0.24
H  -4.77  1.48  0.94  0.23
H  -3.39  1.25  2.03  0.21
H  -2.65  2.21  -0.15  0.21
H  -3.35  0.82  -1.00  0.20
H  -0.53  2.79  -0.51  0.22
H  -0.88  2.85  1.26  0.21
H  3.48  1.44  0.99  0.26
H  3.45  3.20  1.08  0.24
H  4.68  3.41  -0.96  0.20
H  3.98  1.92  -1.62  0.20
H  3.64  -0.10  -0.88  0.23
H  3.96  -2.49  -0.70  0.21
H  6.86  -4.21  -0.77  0.22
H  6.65  -4.13  0.97  0.21
H  5.25  -4.39  -0.08  0.21
H  8.00  -1.91  0.51  0.21
H  7.69  0.53  0.33  0.22
H  -0.97  -1.55  0.32  0.25
H  -2.36  -1.36  -0.77  0.21
H  -3.11  -2.46  1.27  0.23
H  -2.40  -1.18  2.28  0.21



Computed, not measured: an isolated molecule of C3H5N3OS at a distorted geometry, with ωB97M-V/def2-TZVPD.

Properties
Spin multiplicity   1
SMILES   CNn1cnc(=S)o1
Energy above the lowest of the compared OMol25 structures with the same formula, charge and spin   339.2 kJ/mol
Net charge   0
E_HOMO   -8.504 eV
HOMO-LUMO gap   8.45 eV
Lowest unoccupied orbital energy   -0.0568 eV
DFT total energy   -754.909875 Eh

Each line ends with the natural charge from an NBO analysis.
Cartesian coordinates (Å):
C  -0.71  0.78  3.13  -0.41
N  0.11  -0.02  2.21  -0.43
N  -0.32  -0.03  0.93  0.01
C  -1.05  -0.96  0.26  0.25
N  -0.79  -1.01  -1.00  -0.48
C  0.23  -0.10  -1.21  0.27
S  0.98  0.30  -2.59  -0.09
O  0.59  0.47  -0.01  -0.30
H  -1.73  0.39  3.26  0.18
H  -0.26  0.77  4.10  0.21
H  -0.77  1.79  2.75  0.22
H  0.38  -0.94  2.55  0.37
H  -1.80  -1.52  0.78  0.21



Computed, not measured: an isolated molecule of C25H33N3O3, with ωB97M-V/def2-TZVPD.

Properties
Spin multiplicity   1
SMILES   C[C@H]1CC[C@@H](NC(=O)c2ccc(CNc3c(NC4CCCCC4)c(=O)c3=O)cc2)CC1
Energy above the lowest of the compared OMol25 structures with the same formula, charge and spin   198.5 kJ/mol
Net charge   0
E_HOMO   -7.992 eV
HOMO-LUMO gap   8.45 eV
Lowest unoccupied orbital energy   0.4587 eV
DFT total energy   -1362.462569 Eh

Each line ends with the natural charge from an NBO analysis.
Cartesian coordinates (Å):
C  2.45  1.07  -8.01  -0.60
C  1.95  -0.20  -7.34  -0.22
C  2.85  -0.59  -6.16  -0.40
C  2.37  -1.87  -5.49  -0.40
C  0.91  -1.75  -5.02  -0.06
N  0.79  -0.83  -3.90  -0.62
C  0.49  -1.24  -2.65  0.67
O  0.26  -2.39  -2.35  -0.62
C  0.45  -0.13  -1.65  -0.13
C  -0.10  1.11  -1.93  -0.20
C  -0.17  2.09  -0.96  -0.21
C  0.34  1.85  0.31  -0.04
C  0.22  2.89  1.41  -0.25
N  -0.63  2.39  2.48  -0.57
C  -0.07  1.74  3.53  0.09
C  -0.52  0.85  4.50  0.12
N  -1.66  0.18  4.76  -0.59
C  -2.74  0.00  3.81  -0.04
C  -3.93  -0.66  4.51  -0.40
C  -3.65  -2.12  4.86  -0.40
C  -3.23  -2.91  3.62  -0.40
C  -2.01  -2.27  2.98  -0.41
C  -2.30  -0.83  2.59  -0.42
C  0.77  0.88  5.21  0.44
O  1.18  0.35  6.21  -0.55
C  1.27  1.82  4.13  0.42
O  2.31  2.35  3.82  -0.57
C  0.90  0.61  0.60  -0.16
C  0.94  -0.37  -0.37  -0.17
C  0.01  -1.31  -6.18  -0.40
C  0.51  -0.03  -6.85  -0.40
H  2.44  1.91  -7.31  0.20
H  3.47  0.94  -8.38  0.21
H  1.82  1.33  -8.86  0.21
H  1.98  -1.02  -8.07  0.19
H  3.88  -0.73  -6.52  0.21
H  2.88  0.23  -5.44  0.19
H  2.43  -2.69  -6.20  0.20
H  3.00  -2.11  -4.64  0.22
H  0.58  -2.71  -4.63  0.24
H  1.05  0.13  -4.06  0.40
H  -0.52  1.31  -2.91  0.21
H  -0.62  3.05  -1.18  0.21
H  1.20  3.11  1.84  0.25
H  -0.22  3.81  1.02  0.20
H  -1.55  2.09  2.19  0.39
H  -1.60  -0.48  5.52  0.41
H  -3.04  1.00  3.47  0.19
H  -4.79  -0.62  3.83  0.21
H  -4.18  -0.10  5.41  0.22
H  -4.55  -2.56  5.30  0.22
H  -2.86  -2.19  5.61  0.19
H  -3.01  -3.94  3.90  0.21
H  -4.06  -2.92  2.91  0.19
H  -1.72  -2.83  2.08  0.22
H  -1.17  -2.30  3.67  0.20
H  -3.11  -0.80  1.85  0.21
H  -1.42  -0.38  2.13  0.22
H  1.31  0.42  1.58  0.21
H  1.36  -1.35  -0.15  0.23
H  -0.02  -2.12  -6.91  0.21
H  -1.01  -1.16  -5.80  0.21
H  -0.13  0.21  -7.69  0.21
H  0.47  0.80  -6.15  0.18



Computed, not measured: an isolated molecule of C17H26O4, with ωB97M-V/def2-TZVPD.

Properties
Spin multiplicity   1
SMILES   CCCCCCCCCCCC1=C(O)C(=O)C=C(O)C1=O
Energy above the lowest of the compared OMol25 structures with the same formula, charge and spin   1.3 kJ/mol
Net charge   0
E_HOMO   -9.251 eV
HOMO-LUMO gap   7.73 eV
Lowest unoccupied orbital energy   -1.5178 eV
DFT total energy   -964.347277 Eh

Each line ends with the natural charge from an NBO analysis.
Cartesian coordinates (Å):
C  4.60  2.10  -2.89  -0.61
C  3.14  2.48  -2.70  -0.39
C  2.49  1.81  -1.49  -0.39
C  2.35  0.30  -1.64  -0.39
C  1.57  -0.31  -0.48  -0.39
C  1.46  -1.83  -0.58  -0.39
C  0.79  -2.46  0.64  -0.39
C  -0.70  -2.15  0.74  -0.40
C  -1.31  -2.66  2.04  -0.40
C  -2.80  -2.34  2.19  -0.38
C  -3.08  -0.90  2.66  -0.43
C  -2.73  0.14  1.63  -0.21
C  -3.48  0.32  0.52  0.38
O  -4.58  -0.37  0.25  -0.65
C  -3.13  1.33  -0.54  0.46
O  -3.90  1.40  -1.50  -0.55
C  -1.95  2.12  -0.36  -0.39
C  -1.20  1.96  0.76  0.33
O  -0.10  2.64  1.03  -0.63
C  -1.56  0.96  1.83  0.49
O  -0.83  0.94  2.81  -0.55
H  4.70  1.04  -3.12  0.20
H  5.04  2.66  -3.72  0.21
H  5.17  2.31  -1.99  0.20
H  2.58  2.22  -3.60  0.19
H  3.07  3.56  -2.58  0.20
H  3.08  2.03  -0.60  0.19
H  1.50  2.24  -1.34  0.20
H  3.34  -0.16  -1.69  0.19
H  1.83  0.07  -2.58  0.19
H  2.07  -0.05  0.46  0.19
H  0.57  0.14  -0.46  0.19
H  2.46  -2.25  -0.69  0.20
H  0.90  -2.09  -1.48  0.19
H  0.92  -3.55  0.60  0.20
H  1.29  -2.11  1.54  0.19
H  -1.22  -2.59  -0.11  0.20
H  -0.84  -1.07  0.68  0.19
H  -1.18  -3.75  2.07  0.20
H  -0.76  -2.24  2.88  0.20
H  -3.22  -3.01  2.94  0.21
H  -3.32  -2.51  1.25  0.20
H  -2.50  -0.70  3.57  0.23
H  -4.14  -0.82  2.89  0.23
H  -4.92  -0.02  -0.61  0.51
H  -1.68  2.83  -1.12  0.24
H  0.22  2.32  1.90  0.51



Which formula does entry 3 have? C25H33N3O3



The highest DFT total energy belongs to which entry? C3H5N3OS